[1]
47
Properties=species:S:1:pos:R:3:forces:R:3:lowdin_charge:R:1 method="wB97M-V/def2-TZVPD" e_above_lowest_kj_mol=288.3 energy_ev=-155330.7055 gap_ev="5.8 / 5.8" e_lumo_ev="-2.37 / -2.37"
Pd 0.74104 -1.61105 0.26448 -0.43 -0.31 1.37 0.670
C 2.19769 1.09832 2.54532 0.02 -0.07 -0.07 -0.019
C 1.08276 1.09853 1.53276 -0.15 0.36 0.29 -0.278
C 0.00971 0.17071 1.64148 0.78 -0.40 -0.85 -0.016
C -1.19489 0.25886 0.77708 -0.97 0.23 0.19 -0.368
C -1.11152 1.28208 -0.29594 0.03 -0.13 -0.07 -0.052
C -0.06459 2.10970 -0.39802 0.12 0.01 0.10 -0.071
C 1.02350 2.03350 0.53988 -0.02 0.09 0.12 -0.033
H 3.16826 1.07602 2.05004 0.00 0.04 0.02 0.069
H 2.14072 0.23103 3.19923 0.00 0.00 -0.02 0.077
H 2.14879 2.00376 3.15235 0.00 -0.01 0.01 0.092
H -0.05516 -0.45526 2.52440 0.01 -0.06 0.00 0.135
H -2.07864 0.48492 1.40247 0.03 0.11 -0.03 0.168
H -1.95547 1.36996 -0.96872 0.03 -0.06 -0.01 0.115
H -0.04014 2.86206 -1.17498 0.05 0.00 0.00 0.116
H 1.84410 2.73735 0.44572 -0.07 0.01 0.01 0.126
C -3.17604 -2.94012 -1.54824 -0.26 0.22 0.16 -0.221
Ge -1.46534 -1.98743 -1.47773 -0.71 -0.38 -0.33 0.731
C -1.37033 -0.73571 -2.95232 0.01 0.18 -0.09 -0.224
C -0.23912 -3.49074 -1.76054 0.11 -0.05 0.05 -0.230
C -1.30479 -1.18801 0.31716 1.36 0.17 -0.77 -0.231
H -3.22648 -3.48366 -2.49274 -0.01 0.01 0.01 0.022
H -4.04092 -2.27755 -1.48007 0.02 -0.05 0.00 0.018
H -3.22898 -3.66313 -0.73217 -0.01 0.00 -0.04 0.025
H -1.47482 -1.32080 -3.86838 0.02 0.05 0.00 0.032
H -0.42272 -0.20005 -2.98345 -0.03 0.03 -0.03 -0.027
H -2.18775 -0.01493 -2.91501 0.02 -0.02 -0.03 0.019
H -0.76264 -4.14924 -2.45674 0.06 -0.03 -0.01 0.028
H -0.04762 -4.05208 -0.84489 -0.01 -0.04 -0.01 0.021
H 0.71577 -3.19841 -2.19037 0.03 -0.01 -0.02 -0.009
H -1.65656 -1.84578 1.11352 0.23 -0.03 0.07 0.077
Se 1.97910 -0.56876 -1.51709 -0.42 0.07 -0.31 0.805
C 3.56550 -0.07528 -0.58023 -0.15 0.11 0.08 -0.622
C 4.18058 1.12472 -0.92103 -0.01 0.09 0.06 -0.134
C 5.36061 1.47759 -0.28229 0.06 0.02 0.05 -0.153
N 5.94631 0.73848 0.65904 -0.18 -0.09 -0.07 0.062
C 5.34869 -0.41473 0.96935 0.08 0.06 0.01 -0.138
C 4.17538 -0.86840 0.38456 0.05 -0.03 -0.10 -0.105
H 3.74803 1.77358 -1.67186 0.01 0.00 0.01 0.094
H 5.85532 2.40974 -0.53596 0.00 -0.02 0.00 0.104
H 5.83765 -1.01693 1.72739 -0.01 0.01 0.00 0.112
H 3.76054 -1.82214 0.67090 -0.01 -0.07 0.03 0.084
F 1.96216 -4.29486 3.01032 -0.17 0.05 -0.06 0.189
B 1.64368 -3.35192 2.08792 0.17 -0.07 0.11 -1.233
F 2.09612 -2.05315 2.45118 0.02 -0.33 0.11 0.070
F 0.19820 -3.20994 1.90610 0.23 0.29 -0.20 0.034
F 2.14701 -3.64751 0.79332 0.08 0.04 0.24 0.069

=====

[2]
59
Properties=species:S:1:pos:R:3:forces:R:3:lowdin_charge:R:1 method="wB97M-V/def2-TZVPD" e_above_lowest_kj_mol=87.2 energy_ev=-162526.9669 gap_ev="5.8 / 6.6" e_lumo_ev="4.31 / 4.30" multiplicity=3 total_charge=-2
Ti 0.50683 0.54794 -0.09243 -0.91 -1.23 -0.57 0.785
C -3.19648 -0.47516 -0.45322 -0.04 -0.02 -0.05 -0.142
N -2.07083 -1.13371 0.17662 0.20 0.14 -0.08 -0.276
C -1.96433 -2.51806 -0.22148 -0.05 -0.07 0.08 -0.131
C -2.09862 -0.97485 1.60867 0.01 0.05 0.13 -0.226
C -0.78454 -1.29048 2.32567 0.07 -0.04 0.05 -0.202
N 0.46688 -0.85875 1.67906 0.06 0.16 0.04 -0.027
C 1.58267 -1.20185 2.33940 0.12 -0.12 0.20 -0.181
C 2.83767 -1.10447 1.66805 -0.07 -0.11 0.29 -0.166
F 2.81432 -0.67305 0.40143 -0.07 0.11 -0.30 0.050
C 4.04899 -1.44179 2.20625 -0.07 -0.04 0.14 -0.235
F 5.15634 -1.32269 1.45010 0.10 0.03 -0.12 0.074
C 4.17294 -1.92205 3.50020 -0.06 0.00 0.04 0.017
C 2.98850 -2.02258 4.19811 0.18 0.02 -0.16 -0.248
F 3.03098 -2.45471 5.47993 0.00 -0.06 0.16 0.050
C 1.75648 -1.68618 3.67999 0.03 0.09 -0.24 -0.138
F 0.73676 -1.78923 4.57035 -0.31 0.02 -0.08 0.043
H -4.16608 -0.89574 -0.12459 0.01 -0.05 0.02 0.083
H -3.18061 0.58970 -0.22266 0.03 -0.02 0.00 0.052
H -3.13265 -0.58060 -1.53816 0.05 0.01 0.04 0.048
H -2.84839 -3.10355 0.10164 0.00 0.03 -0.02 0.083
H -1.87269 -2.59055 -1.30491 -0.06 -0.04 0.02 0.067
H -1.07000 -2.96397 0.20775 0.02 -0.01 0.02 0.055
H -2.37957 0.05292 1.81012 -0.02 -0.01 0.05 0.095
H -2.87738 -1.61895 2.07288 0.06 -0.02 -0.06 0.121
H -0.90622 -0.83964 3.31439 0.05 -0.02 0.04 0.110
H -0.72201 -2.37396 2.48515 0.00 -0.06 0.03 0.111
H 5.12410 -2.18765 3.93134 0.02 0.00 0.01 0.112
O -1.20213 2.27079 3.17974 0.02 -0.04 0.03 0.048
C -0.50675 1.98562 2.21463 -0.04 0.13 0.00 -0.580
O -0.87165 1.41897 1.12268 -0.16 0.33 0.33 -0.230
C 0.95789 2.37733 2.17590 0.21 0.06 -0.12 -0.146
C 1.63262 3.19212 3.06660 0.10 -0.03 -0.07 0.009
C 2.93648 3.56887 2.74851 -0.04 -0.07 -0.11 -0.053
C 3.50859 3.17009 1.54217 -0.09 0.01 0.12 0.010
C 2.76471 2.35334 0.70842 -0.19 -0.08 0.10 -0.149
N 1.55117 1.94756 1.06332 0.30 0.63 0.44 0.063
C 3.10593 1.88183 -0.69805 0.07 -0.01 -0.09 -0.591
O 4.17488 2.20337 -1.20138 -0.02 0.02 0.04 0.037
O 2.15320 1.19904 -1.21073 0.23 0.02 0.03 -0.178
H 1.12914 3.52532 3.96282 0.00 0.00 0.01 0.113
H 3.49462 4.20120 3.42835 0.01 0.01 0.00 0.096
H 4.49511 3.48034 1.22848 0.01 0.01 0.01 0.113
Cl 1.15098 -2.49232 -1.46347 0.14 -0.36 0.10 0.392
C 0.33660 -0.87465 -1.75830 0.32 0.07 -0.24 -0.702
H -0.67984 -1.14269 -2.04212 0.02 0.16 -0.07 -0.052
H 0.87397 -0.53116 -2.64262 -0.16 0.20 -0.02 -0.034
Br -4.91617 1.45401 -2.97225 -0.04 0.06 -0.05 0.635
C -3.63587 0.79959 -4.25733 -0.02 0.00 0.09 -0.715
C -4.13268 0.37338 -5.48350 -0.06 -0.01 0.01 -0.175
C -3.24355 -0.13062 -6.41849 0.01 -0.02 -0.07 -0.131
C -1.88664 -0.20074 -6.11869 0.02 -0.03 -0.05 -0.116
C -1.42094 0.24263 -4.88849 0.06 -0.02 0.03 -0.148
C -2.30635 0.74064 -3.94696 -0.02 0.09 0.05 -0.334
I -1.05726 2.25642 -2.00741 -0.04 0.13 -0.14 0.500
H -5.19292 0.43153 -5.69640 -0.01 0.00 0.00 0.080
H -3.61181 -0.46795 -7.38069 0.01 0.00 0.00 0.085
H -1.19105 -0.59995 -6.84847 0.01 -0.01 -0.01 0.089
H -0.36335 0.19976 -4.65592 0.03 0.00 0.01 0.083

=====

[3]
25
Properties=species:S:1:pos:R:3:forces:R:3:lowdin_charge:R:1 method="wB97M-V/def2-TZVPD" e_above_lowest_kj_mol=398.9 energy_ev=-18071.6033 gap_ev=9.0 e_lumo_ev=0.79 smiles="NN(c1ccccc1)[C@H]1OCC=NO1"
N 0.35463 -1.13225 1.97574 1.23 -2.32 -3.20 0.120
N 0.41792 -0.13231 0.95052 1.13 -1.07 0.72 -0.088
C -0.63381 0.76056 0.77521 0.52 0.77 -1.30 -0.241
C -0.38549 1.96976 0.09262 -1.61 0.04 0.81 0.001
C -1.49949 2.77472 -0.28891 1.58 -0.69 1.84 -0.073
C -2.74327 2.46721 0.20249 1.01 -2.69 1.14 -0.074
C -2.93904 1.23901 0.94601 -0.35 1.64 -2.42 -0.045
C -1.90125 0.35435 1.08546 -1.32 1.24 -0.17 -0.049
C 1.10158 -0.46624 -0.18931 -0.83 -1.36 -0.77 -0.287
O 2.41843 -0.69847 -0.14543 0.08 0.01 1.13 -0.009
C 2.84556 -1.22837 -1.40173 0.43 -1.10 1.67 -0.139
C 2.24090 -2.57097 -1.53092 2.25 -3.31 -0.83 -0.166
N 1.02315 -2.84910 -1.34615 0.33 -0.30 1.05 -0.006
O 0.32176 -1.85350 -0.81049 -0.84 2.39 0.59 -0.120
H -0.20345 -0.78252 2.66115 -1.72 1.39 2.56 0.035
H -0.14421 -1.99759 1.61295 0.77 1.41 0.19 0.120
H 0.62946 2.30827 -0.00342 0.25 0.02 -0.39 0.114
H -1.34546 3.75040 -0.70046 0.18 0.20 -0.64 0.097
H -3.49974 3.10309 -0.09366 -1.90 1.02 -0.10 0.071
H -3.93504 0.83627 1.04301 -0.27 0.31 0.42 0.099
H -2.21953 -0.64235 1.18819 0.36 -1.29 0.88 0.108
H 0.82929 0.24049 -0.93229 -0.18 0.44 -0.95 0.132
H 3.93231 -1.29312 -1.27999 -0.30 0.24 -0.69 0.137
H 2.45350 -0.61412 -2.17285 0.20 0.90 -1.05 0.119
H 2.88129 -3.54323 -1.63776 -1.01 2.11 -0.46 0.142

=====

[4]
58
Properties=species:S:1:pos:R:3:forces:R:3:lowdin_charge:R:1 method="wB97M-V/def2-TZVPD" e_above_lowest_kj_mol=118.3 energy_ev=-46774.8918 gap_ev=8.1 e_lumo_ev=-0.09 smiles="O=C(CN1C(=O)/C(=C/c2ccccc2)Sc2ccccc21)NCCCN1CCOCC1"
O 1.86198 2.87461 2.90827 0.39 0.01 0.25 0.059
C 0.86561 2.69164 2.23902 -0.28 0.34 -0.51 -0.466
C 0.69997 3.27800 0.82335 -0.09 0.18 0.28 -0.025
N 0.89422 2.25056 -0.19188 -0.24 0.07 -0.01 0.033
C -0.19992 1.51178 -0.52436 -0.48 0.08 0.25 -0.438
O -1.26799 1.68319 0.06065 -0.05 0.06 -0.09 0.023
C -0.09905 0.48348 -1.57406 0.04 -0.58 -0.42 -0.393
C -0.94791 -0.56127 -1.51922 0.36 0.63 0.39 -0.028
C -1.06354 -1.69189 -2.41142 -0.01 -0.39 -0.32 -0.218
C -0.76458 -1.63243 -3.77334 -0.04 0.07 0.14 -0.057
C -0.88244 -2.75954 -4.56514 0.01 -0.09 -0.12 -0.075
C -1.30113 -3.96035 -4.01723 0.01 0.01 -0.02 -0.083
C -1.61701 -4.02871 -2.66832 -0.03 -0.11 -0.01 -0.078
C -1.50872 -2.90569 -1.87498 0.07 0.15 -0.03 -0.028
S 1.06506 0.75036 -2.86664 0.05 0.21 0.09 1.082
C 2.39792 1.41083 -1.91708 -0.24 -0.14 0.00 -0.434
C 3.67846 1.27879 -2.43651 -0.11 0.04 0.10 -0.108
C 4.76999 1.73127 -1.72296 0.05 0.03 0.00 -0.086
C 4.57873 2.28592 -0.46794 0.01 -0.01 -0.11 -0.070
C 3.30552 2.42825 0.05087 -0.08 0.00 0.03 -0.003
C 2.18907 2.02207 -0.68020 0.65 -0.16 -0.35 -0.191
N -0.19585 1.96782 2.62107 -0.49 -0.23 0.14 0.078
C -0.19919 1.13993 3.80459 0.26 -0.14 0.25 -0.167
C 0.41502 -0.24551 3.55301 -0.25 0.06 -0.27 -0.139
C -0.07941 -0.98022 2.28979 0.30 0.02 0.20 -0.183
N -1.40292 -1.56002 2.27627 -0.16 -0.03 0.04 -0.167
C -2.53108 -0.65222 2.20051 -0.30 -0.25 -0.14 -0.165
C -3.76376 -1.46891 1.80481 0.07 0.42 -0.03 -0.188
O -4.02378 -2.48511 2.74636 -0.11 0.01 0.10 -0.128
C -2.91441 -3.34239 2.87427 0.33 -0.14 0.23 -0.197
C -1.65510 -2.57230 3.28152 -0.30 -0.16 -0.19 -0.168
H 1.42265 4.07854 0.66465 -0.07 -0.13 0.07 0.137
H -0.31508 3.66705 0.70702 0.19 -0.02 -0.01 0.136
H -1.59690 -0.59156 -0.65237 -0.06 0.11 0.04 0.110
H -0.47321 -0.69464 -4.21960 -0.03 0.00 -0.09 0.065
H -0.65124 -2.69855 -5.61837 0.01 0.01 -0.08 0.105
H -1.39158 -4.83815 -4.63965 -0.01 -0.06 -0.05 0.102
H -1.95345 -4.96140 -2.23954 -0.02 -0.06 0.04 0.104
H -1.74553 -2.95702 -0.82166 -0.04 0.01 0.13 0.101
H 3.79809 0.81448 -3.40322 0.06 -0.09 -0.10 0.103
H 5.76215 1.63241 -2.13455 0.10 -0.01 -0.04 0.104
H 5.42462 2.61176 0.11698 0.07 0.03 0.06 0.107
H 3.18704 2.83785 1.04062 -0.06 0.07 0.12 0.096
H -0.94111 1.83353 1.94590 0.21 0.16 -0.02 0.100
H 0.39580 1.65117 4.56661 -0.17 -0.05 -0.02 0.121
H -1.22830 1.05947 4.15756 0.08 0.03 0.02 0.108
H 1.49321 -0.11466 3.43863 0.04 -0.02 0.06 0.114
H 0.24666 -0.86764 4.43289 0.08 -0.04 0.08 0.104
H 0.61524 -1.80726 2.10394 0.03 0.11 -0.05 0.122
H -0.01398 -0.30614 1.43271 0.09 -0.04 -0.02 0.098
H -2.34130 0.11200 1.44578 -0.02 0.03 -0.01 0.101
H -2.74378 -0.16385 3.16651 -0.01 0.03 -0.04 0.121
H -4.65469 -0.83966 1.77894 0.05 -0.01 -0.05 0.127
H -3.60337 -1.91448 0.81114 0.00 0.06 0.04 0.118
H -3.18279 -4.07939 3.63316 0.05 0.00 -0.06 0.124
H -2.72660 -3.85398 1.91768 0.01 0.01 0.08 0.122
H -0.80482 -3.25580 3.32482 0.01 -0.03 0.05 0.128
H -1.81674 -2.13684 4.28314 0.05 -0.05 -0.02 0.127